1.
Molecular formula: CH4N2
Method: DFT, ωB97M-V with the def2-TZVPD basis set

The geometry in XYZ format:
```
7
CH4N2 | the Open Molecules 2025 dataset | ωB97M-V with the def2-TZVPD basis set
C 0.10933 0.89929 -0.29655
N 0.44336 -0.29648 0.43107
N 1.28957 0.99749 0.42587
H -1.85325 -1.44800 -0.84792
H -2.42380 -0.84758 -1.00010
H 0.29870 -0.34215 1.42856
H 2.13611 1.03744 -0.14091
```

- Total energy: -149.80422 Eh
- Max |F|: 0.0528 hartree/bohr
- ΔE to the lowest compared entry with this formula, charge and spin: 6.502 eV
- Gap between HOMO and LUMO: 10.62 eV
- LUMO energy: 0.3 eV
- Net charge: 0
- Molar mass: 44.06 g/mol

***

2.
Molecular formula: C24H43ClP2Tm
Method: DFT, ωB97M-V with the def2-TZVPD basis set

The geometry in XYZ format:
```
71
C24H43ClP2Tm | the Open Molecules 2025 dataset | ωB97M-V with the def2-TZVPD basis set
Tm -0.84710 -0.03376 -0.31701
C -0.30614 2.13170 0.79630
C -0.81198 1.21570 1.78743
C 1.31844 0.52135 1.17162
C 1.00764 1.69258 0.42104
C 0.19134 0.19961 1.99201
C -0.96244 3.39059 0.34585
H -2.05412 3.32295 0.39316
H -0.69256 3.64259 -0.68767
H -0.64703 4.22635 0.98657
C 1.98516 2.45364 -0.40341
H 1.50674 3.30656 -0.89094
H 2.44121 1.83783 -1.18452
H 2.79711 2.83089 0.23218
C 2.66157 -0.11187 1.24108
H 3.38052 0.58989 1.69074
H 3.05603 -0.39125 0.25522
H 2.64762 -1.01569 1.85189
C 0.13299 -0.89069 3.00195
H 0.55506 -0.55044 3.96495
H 0.70230 -1.78027 2.69067
H -0.89839 -1.22130 3.19115
C -2.08244 1.34315 2.54506
H -1.92393 1.89550 3.48774
H -2.49882 0.36031 2.79978
H -2.84701 1.88575 1.97080
C -4.79858 -1.13163 -3.93184
C -5.29029 -0.10438 -3.21924
C -6.51710 -0.21884 -2.36739
C -6.59304 -1.51768 -1.51258
C -5.28379 -2.05455 -1.01406
C -4.65325 -3.07468 -1.60911
C -4.93579 -3.56511 -2.99020
C -5.41269 -2.48906 -4.02344
H -7.42900 -0.18526 -2.98698
H -7.13811 -2.27213 -2.10093
H -6.58871 0.64516 -1.69841
H -6.51218 -2.46062 -4.01230
H -3.96806 -0.96715 -4.62736
H -4.92635 0.91565 -3.37806
H -5.14609 -2.89272 -5.01331
H -4.03774 -4.05159 -3.39252
H -3.94465 -3.70869 -1.07558
H -5.71060 -4.35373 -2.97704
H -7.24169 -1.30622 -0.65106
H -4.98118 -1.68841 -0.02307
P -2.16368 0.34803 -2.50636
P -1.20131 -2.76038 -0.09921
C -2.36662 -1.50558 -2.61150
C -1.54692 -2.67081 -1.95375
H -2.37014 -1.71799 -3.68965
H -3.39845 -1.55271 -2.26228
H -2.08070 -3.61065 -2.16108
H -0.56033 -2.71057 -2.44207
C 0.15107 -3.95631 -0.00586
H 0.50873 -3.99126 1.03248
H 0.97465 -3.62859 -0.65210
H -0.19075 -4.95369 -0.30573
C -2.55377 -3.50252 0.83838
H -2.74283 -4.53804 0.52999
H -3.47850 -2.92030 0.74174
H -2.27752 -3.50341 1.90049
C -2.37320 1.27872 -4.02778
H -2.35356 2.35212 -3.77092
H -3.28726 1.06040 -4.59581
H -1.49558 1.05324 -4.65647
C -3.37495 0.76559 -1.12486
H -3.01896 0.58227 -0.08326
H -4.29993 0.18585 -1.23359
H -3.62494 1.83165 -1.20853
Cl 1.05716 -0.65400 -1.81311
```

- Total energy: -3168.17032 Eh
- Max |F|: 0.0572 hartree/bohr
- ΔE to the lowest compared entry with this formula, charge and spin: 0.000 eV
- 2S+1: 3
- ⟨S²⟩: 2.003
- Gap between HOMO and LUMO (spin up / spin down): 7.88 / 7.94 eV
- LUMO energy (spin up / spin down): -2.6 / -2.6 eV
- Net charge: +1
- Molar mass: 597.94 g/mol

***

3.
Molecular formula: C37H36BF4N4O3STl
Method: DFT, ωB97M-V with the def2-TZVPD basis set

The geometry in XYZ format:
```
87
C37H36BF4N4O3STl | the Open Molecules 2025 dataset | ωB97M-V with the def2-TZVPD basis set
Tl -0.48845 -0.80123 -0.79244
O -0.99497 0.42193 1.13740
C -1.00775 -0.39691 2.27823
C 0.39309 -1.20785 2.37672
C 1.55965 -0.29298 1.96863
C 2.36803 0.33829 2.91434
C 3.45548 1.03955 2.46451
C 3.65122 1.23240 1.08880
C 2.74275 0.63001 0.18867
C 2.64377 0.80242 -1.32285
C 1.58798 1.83225 -1.69374
O 0.28607 1.35097 -1.52149
C 1.71769 2.20003 -3.23543
C 2.48161 1.54350 -4.19765
C 2.60462 1.99063 -5.45961
C 2.13613 3.25049 -5.80419
C 1.39555 3.97988 -4.91390
C 1.17384 3.47530 -3.62641
C 1.80232 3.11037 -0.84705
C 2.78263 4.03072 -1.07034
C 3.04819 5.05370 -0.16862
C 2.42222 5.04292 1.03732
C 1.40950 4.12347 1.30970
C 1.08000 3.14746 0.37017
N 1.75897 -0.17139 0.65502
C -1.11527 0.40897 3.57263
C -1.49519 -0.14848 4.84270
C -1.75178 0.68544 5.90605
C -1.66684 2.06989 5.79321
C -1.16944 2.66536 4.63053
C -0.97733 1.84776 3.51146
C -2.15191 -1.40376 2.26501
C -2.14841 -2.57137 3.01437
C -3.16400 -3.54697 2.97807
C -4.25228 -3.31122 2.12849
C -4.30365 -2.14098 1.46083
C -3.27516 -1.20525 1.48266
H 0.26948 -2.07850 1.76831
H 0.58772 -1.48268 3.42201
H 2.00529 0.25627 3.93798
H 4.00937 1.54627 3.24533
H 4.38481 1.90969 0.72557
H 2.38507 -0.20529 -1.73315
H 3.68994 1.13842 -1.76274
H 2.65353 0.52574 -4.03238
H 3.13434 1.35991 -6.14246
H 2.46980 3.64795 -6.73380
H 0.99192 4.90338 -5.21907
H 0.58942 4.02626 -2.90468
H 3.44381 3.92414 -1.96317
H 3.87099 5.73791 -0.25680
H 2.64494 5.70526 1.91765
H 0.85259 4.04436 2.27197
H 0.39866 2.32799 0.60566
H -1.55156 -1.18631 4.97298
H -2.07798 0.22862 6.85666
H -2.00137 2.69695 6.57244
H -0.92836 3.68273 4.48593
H -0.65930 2.40177 2.64549
H -1.34315 -2.83240 3.63486
H -2.99036 -4.35392 3.66885
H -5.00193 -4.03664 2.04151
H -5.14793 -1.80951 0.94561
H -3.28805 -0.29083 0.85303
O -2.41210 1.66029 -1.27063
H -2.34370 1.44438 -0.34218
H -1.47112 1.77112 -1.49140
C -1.11730 -4.67115 -3.03609
C -0.94399 -4.26464 -4.53820
C -0.85251 -2.77184 -4.71814
N 0.26302 -2.22651 -5.01084
N 0.25125 -0.80661 -4.91876
C -0.94166 -0.37930 -4.50117
N -1.19044 0.90841 -4.29804
S -2.08616 -1.59188 -4.24288
H -1.09625 -5.74252 -3.01985
H -2.08208 -4.29442 -2.66285
H -0.29947 -4.18063 -2.49606
H -1.67587 -4.71368 -5.16693
H 0.09907 -4.62017 -4.78025
H -0.32338 1.43273 -4.31706
H -1.80821 1.20955 -3.52245
F -1.52999 -8.96720 4.03870
B -1.58168 -7.80266 3.13565
F -1.27469 -6.66432 3.81518
F -0.61278 -7.99592 2.13702
F -2.90050 -7.59590 2.66184
```

- Total energy: -2871.57328 Eh
- Max |F|: 0.0609 hartree/bohr
- ΔE to the lowest compared entry with this formula, charge and spin: 0.507 eV
- Gap between HOMO and LUMO: 7.24 eV
- LUMO energy: 4.0 eV
- Net charge: -2
- Molar mass: 907.97 g/mol

***

4.
Molecular formula: C4H7NO
Method: DFT, ωB97M-V with the def2-TZVPD basis set

The geometry in XYZ format:
```
13
C4H7NO | the Open Molecules 2025 dataset | ωB97M-V with the def2-TZVPD basis set
N -1.52188 0.02987 -1.67694
C -0.42344 -0.21120 -0.93917
O 0.37256 -0.97990 -1.47744
C -0.18422 0.36876 0.39946
C 1.27189 0.55947 0.75042
C 0.51405 -0.56661 1.35923
H -2.31421 0.62524 -1.46770
H -1.25243 -0.56375 -2.46897
H -0.90635 1.07253 0.80334
H 1.98453 0.31655 -0.03262
H 1.51775 1.41758 1.36640
H 0.22608 -0.50377 2.40288
H 0.71567 -1.56476 0.98112
```

- Total energy: -286.58934 Eh
- Structure (SMILES): NC(=O)C1CC1
- Max |F|: 0.0381 hartree/bohr
- ΔE to the lowest compared entry with this formula, charge and spin: 1.151 eV
- Gap between HOMO and LUMO: 10.98 eV
- LUMO energy: 1.0 eV
- Net charge: 0
- Molar mass: 85.11 g/mol

***

5.
Molecular formula: C6H33NO9
Method: DFT, ωB97M-V with the def2-TZVPD basis set

The geometry in XYZ format:
```
49
C6H33NO9 | the Open Molecules 2025 dataset | ωB97M-V with the def2-TZVPD basis set
C 2.32248 1.30335 -1.38233
C 1.30985 0.58757 -2.26128
N 0.02453 0.38546 -1.58794
C 0.11811 -0.61433 -0.51812
C -1.08828 0.14993 -2.54087
C -1.08136 -1.28699 -3.15470
C -2.43897 0.37779 -1.90550
H 2.47594 0.72417 -0.47076
H 3.25231 1.46282 -1.92229
H 1.99156 2.25031 -0.97315
H 1.09266 1.29767 -3.05649
H 1.73876 -0.32523 -2.67210
H 1.00220 -0.46508 0.09665
H -0.71006 -0.44189 0.16984
H 0.06355 -1.65976 -0.81921
H -0.89500 0.82102 -3.38258
H -1.95112 -1.28967 -3.79300
H -0.23425 -1.43612 -3.82562
H -1.06038 -1.99579 -2.33802
H -2.75424 -0.28707 -1.08954
H -2.46753 1.35357 -1.41261
H -3.27366 0.19771 -2.58090
O 2.71051 -2.54278 -1.49279
H 2.77328 -3.49052 -1.65538
H 2.15255 -2.48250 -0.69360
O -2.36810 -0.52117 3.01735
H -2.27335 0.36360 2.59371
H -3.25117 -0.77028 3.31070
O 1.63100 -2.85011 1.00450
H 2.18876 -2.09777 1.27105
H 0.85035 -2.75807 1.58623
O 0.26994 0.45975 3.52152
H -0.52680 -0.08594 3.53034
H 0.15607 1.31240 3.05743
O -0.81894 -2.55329 2.24770
H -1.36432 -2.99374 1.59708
H -1.38262 -1.98146 2.78375
O 0.30710 2.98409 2.36624
H 0.13845 2.96786 1.41719
H 1.23848 3.20656 2.45269
O -2.28170 1.58236 1.45205
H -2.19884 2.54345 1.46850
H -1.62333 1.26930 0.82998
O 2.44844 -0.20598 2.01820
H 3.29905 -0.24093 2.48902
H 1.89619 -0.22175 2.83277
O -0.50750 2.86787 -0.17448
H -0.83119 3.12690 -1.04132
H -0.06941 2.00274 -0.36992
```

- Total energy: -980.31724 Eh
- Structure (SMILES): CCN(C)C(C)C.O.O.O.O.O.O.O.O.O
- Max |F|: 0.0333 hartree/bohr
- ΔE to the lowest compared entry with this formula, charge and spin: 1.368 eV
- Gap between HOMO and LUMO: 9.17 eV
- LUMO energy: 0.4 eV
- Net charge: 0
- Molar mass: 263.33 g/mol

***

6.
Molecular formula: C21H19F3N4O2S
Method: DFT, ωB97M-V with the def2-TZVPD basis set

The geometry in XYZ format:
```
50
C21H19F3N4O2S | the Open Molecules 2025 dataset | ωB97M-V with the def2-TZVPD basis set
C 1.46177 3.23704 2.03629
C 0.10505 3.14764 2.72742
O -0.55406 1.91812 2.48398
C -1.17861 1.69388 1.30076
C -1.30373 2.62710 0.27543
C -1.97421 2.30526 -0.89218
C -2.52415 1.04390 -1.06682
C -2.40435 0.10586 -0.05930
C -1.74084 0.40974 1.12993
C -1.60586 -0.58796 2.16928
N -1.94994 -1.79377 1.95238
N -1.78616 -2.72653 2.89875
C -1.85577 -4.06440 2.63101
O -1.68102 -4.87985 3.50704
C -2.10846 -4.40957 1.17221
C -0.93027 -3.95353 0.37014
C 0.30222 -4.52371 0.35610
S 1.40598 -3.56947 -0.57489
C 0.08727 -2.43849 -0.86459
N 0.17286 -1.25126 -1.52230
C 1.26143 -0.54570 -1.98436
C 2.49223 -1.12310 -2.30387
C 3.52990 -0.33903 -2.77105
C 3.37889 1.02776 -2.93669
C 2.15075 1.59884 -2.63243
C 1.91614 3.07422 -2.77341
F 1.65217 3.65628 -1.58236
F 0.85310 3.35318 -3.55048
F 2.95288 3.74046 -3.29235
C 1.09938 0.83026 -2.16527
N -1.03175 -2.79792 -0.33669
H 1.96033 4.15445 2.33578
H 2.07909 2.39016 2.32591
H 1.35765 3.23358 0.95469
H 0.24072 3.16406 3.81285
H -0.53570 3.99228 2.44907
H -0.88118 3.61397 0.37190
H -2.06008 3.04840 -1.67120
H -3.04406 0.80052 -1.98120
H -2.81445 -0.88599 -0.16012
H -1.17463 -0.26405 3.12079
H -1.48838 -2.46000 3.84247
H -2.24935 -5.48712 1.09732
H -2.98875 -3.87487 0.81982
H 0.63482 -5.42307 0.83096
H -0.68355 -0.71361 -1.40979
H 2.63643 -2.18538 -2.19989
H 4.47374 -0.80203 -3.01293
H 4.19109 1.63752 -3.29754
H 0.15343 1.29592 -1.93059
```

- Total energy: -1878.95076 Eh
- Structure (SMILES): CCOc1ccccc1/C=N/NC(=O)Cc1csc(Nc2cccc(C(F)(F)F)c2)n1
- Max |F|: 0.0262 hartree/bohr
- ΔE to the lowest compared entry with this formula, charge and spin: 0.992 eV
- Gap between HOMO and LUMO: 8.13 eV
- LUMO energy: 0.2 eV
- Net charge: 0
- Molar mass: 448.47 g/mol